(1)
DFT (ωB97M-V/def2-TZVPD) results for a molecular structure, C56H66FN10O7S2SbSiTi in a non-equilibrium geometry.

Summary:
* energy relative to the best compared isomer or geometry (same formula, charge and spin): 0.222 eV
* E_HOMO: -1.26 eV

```
! wB97M-V def2-TZVPD RIJCOSX def2/J DEFGRID3
* xyz -2 1
H 1.36 -1.89 -5.31
H -3.99 0.75 2.81
N 1.16 1.45 1.36
C 1.43 -1.10 -6.06
C 6.85 -0.72 2.61
C 0.98 4.36 -3.39
H -6.88 2.89 -0.31
H -3.84 0.97 -6.29
H 1.34 2.35 -5.96
C -2.92 0.89 -5.71
C 3.17 3.23 2.53
C 4.10 -1.08 3.01
O 0.07 0.34 -4.81
N 1.15 -1.95 -1.95
C 1.96 -2.68 4.82
C 2.98 0.87 5.35
N 1.18 -3.33 0.00
H 4.98 -2.60 0.26
H 1.27 -3.80 -3.36
H -0.31 2.86 5.55
H -0.86 5.13 2.77
C -3.45 -0.74 -0.26
C -2.04 -3.17 -3.28
C 1.28 -2.43 6.01
C -1.13 -1.42 1.84
H -3.68 -1.33 -4.36
C -4.69 1.26 2.16
H -0.16 0.89 4.10
H 3.43 0.12 -4.78
H -0.93 -3.40 1.07
C -5.90 1.15 0.09
C 3.31 -3.75 1.05
H -4.06 2.00 -2.64
C -4.56 -0.75 0.76
H -2.29 -0.69 4.98
H -1.29 5.27 -2.00
C -0.21 -4.77 -4.58
H -2.38 0.00 -6.03
H -0.54 4.92 -5.59
H 0.81 -1.46 6.17
H 3.92 0.33 5.29
C 1.76 -2.49 -0.91
H -2.41 -3.17 5.11
N -0.16 4.46 2.51
H 3.88 -4.30 1.79
C -1.55 -0.68 2.97
H 1.53 1.56 0.42
C 0.61 2.30 5.51
C -1.07 5.02 -4.65
S 0.32 1.12 -1.73
O -2.95 -1.85 -0.60
H -3.38 2.93 -4.00
H -3.52 -4.12 -4.49
C 6.39 -1.50 3.66
C -3.26 0.78 -4.22
C 2.44 -4.91 5.64
O -0.62 2.77 -4.18
H -4.95 2.13 -4.17
H 1.12 5.34 -2.93
H 2.50 1.36 -6.88
C -2.00 -1.30 4.13
H -0.99 6.06 -4.31
C -2.08 -2.68 4.20
C 2.89 1.98 6.17
C 5.93 -0.11 1.76
H 2.25 -0.33 -3.52
C 2.53 -3.94 4.65
H -2.13 4.80 -4.83
N -0.66 -0.78 0.73
C 1.37 0.26 -5.39
C -5.14 2.49 2.44
H 3.68 4.07 3.00
H 2.89 -5.88 5.48
H 0.52 -5.39 -5.08
H 7.91 -0.58 2.44
C 3.92 -2.82 0.18
H -2.30 1.77 -5.90
H 3.76 2.29 6.75
H -0.79 3.64 -1.49
C -0.68 -3.04 -2.94
O -2.97 0.33 -0.69
H -4.38 -0.54 -2.93
C -6.02 3.19 1.53
S -1.84 2.70 1.26
C 3.17 -2.18 -0.76
C 1.89 0.45 4.59
H -1.53 0.41 2.89
O -6.49 4.30 1.69
H 0.63 -3.18 7.91
N -0.27 -2.15 -1.98
H 0.29 0.90 1.22
H 3.87 0.16 1.27
C 0.23 -3.88 -3.62
C 1.76 -4.64 6.82
C 1.50 1.38 -6.43
H 1.69 -5.40 7.59
C -1.26 4.21 -2.29
H -1.76 -4.51 3.12
C 1.73 3.55 2.43
H 6.27 0.49 0.92
C 1.95 -3.92 0.90
H 2.37 -1.22 -6.62
H 7.10 -1.98 4.32
C -4.16 -0.42 -3.99
H -5.11 -0.28 -4.52
O -6.26 0.58 -0.92
C 1.71 2.70 6.25
C 2.46 0.36 -4.33
C -0.42 3.31 1.87
H 3.59 -1.44 -1.42
C 1.18 -3.40 7.00
H -2.77 -2.56 -2.77
N 0.82 2.73 1.82
H 0.75 1.25 -7.21
H 3.31 2.33 3.13
Sb 1.95 -1.23 3.21
F -4.76 3.14 3.55
Ti -1.16 -0.73 -0.96
C -1.25 -2.82 1.93
N -5.09 0.57 1.04
H 1.41 3.60 -2.74
H 4.69 -2.28 4.69
Si -0.57 1.22 -3.58
O -2.08 0.57 -3.45
H -2.28 3.85 -2.38
H 1.42 -4.59 1.59
N -6.31 2.44 0.40
H -1.88 -5.57 -5.68
C -0.50 4.07 -3.61
C -1.55 -4.87 -4.92
H 3.05 -4.17 3.72
H 1.52 4.34 -4.35
C -1.70 -3.43 3.08
C -2.46 -4.06 -4.25
H -4.14 -1.16 1.67
N 1.15 4.64 2.85
H 3.59 3.05 1.55
H 1.65 3.58 6.89
C 4.57 -0.30 1.96
C 0.70 1.18 4.69
H -5.36 -1.41 0.41
C 5.03 -1.67 3.86
C -3.96 2.05 -3.73
H 2.51 1.37 -3.91
H 0.59 -1.21 -6.75
*
```

(2)
DFT (ωB97M-V/def2-TZVPD) results for a molecular structure, C56H69GeHfN2O2S2 in a non-equilibrium geometry.

Summary:
* energy relative to the best compared isomer or geometry (same formula, charge and spin): 0.998 eV
* E_HOMO: -14.95 eV

```
! wB97M-V def2-TZVPD RIJCOSX def2/J DEFGRID3
* xyz 3 1
C -3.00 2.17 0.39
C -2.91 4.65 3.16
N 2.54 0.36 0.47
C -3.68 5.02 4.23
H -0.49 -1.76 -4.36
C 2.29 -0.92 2.98
C 0.26 2.55 3.33
H -2.08 2.30 5.74
H -2.14 -2.07 1.38
C 3.45 0.53 1.42
C -2.05 -2.50 -2.58
C -0.12 3.82 0.92
H 1.52 2.45 -1.35
C -3.46 7.11 -0.23
C -0.46 4.14 -2.95
C -4.49 2.88 2.65
C 4.60 1.45 1.16
H 4.65 2.23 1.92
H -1.59 0.38 -3.55
H 5.11 -2.16 3.23
H 1.90 3.84 5.98
H -6.57 0.64 -5.78
H 0.70 -1.07 4.40
C -3.30 3.59 2.33
C -5.25 -0.06 -2.99
C 1.58 -1.92 -1.64
O -0.20 1.10 1.14
H 1.92 4.48 0.78
H 3.73 -1.61 -1.70
C -0.87 -2.34 -0.34
H -2.47 -1.62 -3.06
H -3.00 -2.11 -0.15
Ge 0.18 2.33 -3.49
H 2.33 3.17 -4.70
N 3.40 -0.06 2.61
C -5.76 0.92 -3.84
C -4.10 2.47 -3.00
H -3.92 5.08 0.19
H 2.86 -0.90 -3.06
C -5.17 2.18 -3.83
C -5.27 3.29 3.75
H 3.40 -3.50 -0.58
C -0.95 2.22 3.94
C -1.13 2.53 5.27
C -4.17 0.22 -2.17
H -1.32 4.02 7.56
H 2.24 3.30 3.60
Hf 0.42 0.08 -0.56
H 0.21 4.88 -3.36
H 2.13 1.15 -2.38
H -0.28 -4.18 1.59
H -2.74 9.10 -0.61
H -5.80 1.27 2.05
C 1.21 1.56 -1.92
H 0.99 2.99 -5.82
H -1.99 5.19 2.96
H -3.38 5.85 4.85
H -3.66 3.46 -3.00
C 1.58 -2.44 -0.32
H 1.90 1.58 -5.32
H -1.77 -3.20 -3.37
C -4.87 4.35 4.52
C 2.89 -1.75 -2.37
H -5.48 4.67 5.35
H -7.35 -0.34 -4.53
H 1.33 6.79 0.13
C 0.57 6.05 0.30
H -0.86 0.67 -5.13
H 3.53 -2.20 0.60
C 0.22 -3.22 1.71
H -2.10 1.75 -4.54
H -1.45 4.34 -3.34
H 5.55 0.92 1.16
C 0.38 -1.86 -2.38
H 4.50 1.94 0.19
H -0.36 8.48 -0.33
H -0.38 -2.63 2.40
C 1.29 3.11 4.08
C -3.14 5.82 0.10
H -0.36 2.65 8.08
C 0.34 -2.57 0.36
H -4.47 0.62 0.12
H 6.37 -1.13 3.87
C -1.45 4.13 0.77
C 2.87 -2.98 0.22
H 2.65 -1.95 3.04
C -0.13 3.15 6.02
C -0.85 -2.17 -1.75
H 3.09 -2.63 -2.98
C 0.47 -1.69 -3.88
H 4.18 -0.26 4.53
O -1.54 0.41 -1.00
C -2.57 3.23 1.16
S 0.63 2.32 1.60
H -4.49 7.39 -0.39
C -0.35 3.53 7.44
H -7.68 1.40 -4.65
C 1.10 3.40 5.41
H 1.46 0.51 4.38
C -2.17 -2.53 0.39
H -5.56 2.95 -4.48
H 5.96 -1.04 2.17
H -1.73 1.73 3.37
C -2.46 8.09 -0.37
C 1.49 2.53 -4.97
C -4.88 1.80 1.83
C -1.25 1.14 -4.24
H 2.25 -0.85 5.16
H -6.18 2.76 3.95
H -2.83 -2.98 -1.99
S -2.15 1.84 -1.17
H -5.71 -1.03 -2.95
C -1.80 5.44 0.32
H 1.18 -3.41 2.18
C 4.55 -0.08 3.52
H 2.70 -3.71 1.01
H -3.76 -0.55 -1.53
C -6.91 0.63 -4.74
H 2.90 0.88 -0.33
C 0.89 4.77 0.65
H -0.48 4.26 -1.87
H 1.54 -0.84 2.18
H 1.11 -2.47 -4.30
C -0.78 6.42 0.13
C -3.59 1.48 -2.18
H -2.37 -3.59 0.53
H 0.92 -0.73 -4.14
H 5.05 0.89 3.53
C -1.14 7.74 -0.20
H 0.43 4.19 7.80
C -4.15 1.44 0.74
C 1.65 -0.55 4.32
C 5.55 -1.17 3.16
*
```

- The lowest E_HOMO belongs to which entry?
  C56H69GeHfN2O2S2